14
Properties=species:S:1:pos:R:3:forces:R:3 method="wB97M-V/def2-TZVPD" de_lowest_ev=3.552 smiles=N[C@H](C[O-])CO homo_lumo_gap_ev=6.09 mol_weight_g_mol=90.10 total_charge=-1
N 1.7280 0.3863 -0.0553 -0.3 -1.4 -0.1
C 0.2188 0.3475 -0.1386 0.7 -0.3 -0.3
C -0.2875 -1.1152 0.0423 0.0 1.5 -0.5
O 0.0557 -1.9218 -1.1141 0.8 -0.5 0.7
C -0.4323 1.3307 0.8411 -0.1 0.5 -1.8
O -1.7242 1.2673 0.4923 -0.8 0.8 0.8
H 2.1023 -0.3289 -0.7041 -0.1 0.6 0.1
H 1.9441 -0.0568 0.8403 0.1 0.3 0.2
H -0.0195 0.6693 -1.1539 -0.2 0.3 0.1
H -1.3425 -1.3762 0.0771 -0.1 1.1 0.4
H 0.1389 -1.1922 1.0622 0.4 -1.9 -0.3
H 0.8628 -1.6095 -1.5372 0.0 0.1 0.3
H 0.1621 2.3231 0.6567 -0.7 -0.6 0.0
H -0.2086 1.1668 1.9118 0.3 -0.7 0.4

---

14
Properties=species:S:1:pos:R:3:forces:R:3 method="wB97M-V/def2-TZVPD" de_lowest_ev=1.795 homo_lumo_gap_ev=9.89 mol_weight_g_mol=90.10 total_charge=+1
O 1.8670 -1.2019 -0.9820 -0.1 0.6 0.0
C 1.1800 -1.7470 -1.7832 0.0 -0.5 0.2
O -0.1669 -1.9082 -1.5889 0.5 0.1 0.4
H 1.5447 -2.2016 -2.7135 0.0 0.1 0.0
H -0.3547 -2.8289 -1.7913 -0.5 -0.2 -0.5
C 0.0012 2.0342 1.3946 0.0 -0.4 0.3
C -1.2495 0.2040 0.4060 1.5 0.5 0.1
N -0.1745 0.6390 0.9519 -1.2 -0.5 0.2
H 0.7009 2.5319 0.7305 -0.2 0.3 0.0
H 0.3691 2.0452 2.4213 0.3 -0.2 -0.2
H -1.0040 2.4416 1.4721 0.2 0.4 -0.5
H -1.9128 0.9614 0.0062 -0.6 -0.4 0.3
H -1.2897 -0.8724 0.3135 -0.5 0.1 -0.5
H 0.4891 -0.0974 1.1630 0.6 0.3 0.3

---

14
Properties=species:S:1:pos:R:3:forces:R:3 method="wB97M-V/def2-TZVPD" de_lowest_ev=1.411 homo_lumo_gap_ev=10.23 mol_weight_g_mol=90.10 total_charge=+1
O 1.6808 1.3449 0.4774 -0.4 -0.5 -0.3
C 1.2647 1.4601 1.5948 0.4 0.4 0.0
O 0.8151 0.4259 2.3139 -0.2 0.2 -0.1
H 1.2476 2.4308 2.1016 0.0 0.0 0.2
H 0.4629 0.7670 3.1499 0.1 -0.2 0.1
C -1.0300 -0.2118 -1.9982 0.5 -0.9 0.3
C -0.3932 -1.4204 -0.0040 1.3 -1.4 -0.3
N -0.0837 -0.5720 -0.8961 -1.6 0.6 0.3
H -1.9915 -0.0244 -1.5536 -0.3 0.4 0.1
H -0.6325 0.6386 -2.5324 -0.1 0.0 -0.1
H -1.1451 -1.0996 -2.6149 0.2 0.2 -0.3
H -1.1856 -2.1578 -0.1200 -0.4 0.6 -0.2
H 0.3036 -1.6537 0.7939 0.0 0.6 0.2
H 0.6869 0.0725 -0.7121 0.5 0.0 0.2

---

14
Properties=species:S:1:pos:R:3:forces:R:3 method="wB97M-V/def2-TZVPD" de_lowest_ev=4.059 homo_lumo_gap_ev=11.83 mol_weight_g_mol=90.10 total_charge=+1
C 2.1534 0.5685 0.2521 3.2 1.3 -1.9
C 0.2206 0.3839 0.4991 -1.3 2.0 1.1
C -1.8397 -0.3971 -0.7876 2.7 3.3 0.7
N -0.6855 -0.8083 0.1339 0.0 3.2 -1.4
O 1.3461 -0.0550 1.1744 -1.5 0.0 2.3
O 0.9754 0.7871 -0.6228 -0.2 0.1 0.8
H 2.7553 1.6012 0.4405 -2.1 -2.2 0.2
H 2.9716 -0.1649 -0.0532 -1.3 0.9 -0.4
H -0.5663 1.2426 1.1498 2.5 -2.4 -2.2
H -2.5789 0.0116 -0.1750 -1.6 -0.3 1.2
H -1.5494 0.5814 -1.2877 0.2 -1.8 -0.3
H -2.0892 -1.2131 -1.3643 -0.7 -1.4 -1.4
H -0.0332 -1.3961 -0.3244 0.5 -1.5 -0.4
H -1.0801 -1.1416 0.9651 -0.3 -1.3 1.6